The following is a DFT calculation (wB97M-V/def2-TZVPD) of 2 unconnected molecules or ions with the total composition C3H7O3 at a distorted geometry.

CARTESIAN COORDINATES (ANGSTROEM)
C1 0.1987 2.3703 1.1992
O1 0.9052 1.7648 0.0912
H1 0.8261 0.7870 0.1562
H2 -0.1915 1.5142 1.7876
H3 1.0558 3.0140 1.4829
H4 -0.6173 2.8820 1.0217
C2 -0.9156 -2.1426 -0.7457
C3 0.3782 -1.2258 -0.9120
O2 0.9194 -0.8565 0.1660
O3 0.9037 -1.0293 -2.0253
H5 -1.7451 -1.5846 -1.1663
H6 -0.9994 -2.4724 0.3423
H7 -0.7181 -3.0212 -1.3977

Results
- Gap between HOMO and LUMO: 0.3049 Eh
- E_LUMO: 4.1 eV
- Relative energy (zero: lowest compared OMol25 entry of this formula, charge and spin): 1.757 eV
- E_HOMO: -4.1792 eV
- F_max: 6.7 eV/A
- Net charge: -1